Density functional theory data (wB97M-V/def2-TZVPD) for C22H15F6N3O7PtS2 as an isolated structure at a distorted geometry.

Each line ends with the Mulliken charge.
Cartesian coordinates (Å):
Pt (0.365, -0.359, 0.286)  1.267
O (0.513, 2.953, 3.289)  -0.581
C (-0.659, 3.576, 3.185)  0.275
C (-1.130, 4.307, 4.281)  -0.722
C (-2.321, 4.991, 4.209)  -0.394
C (-3.090, 4.955, 3.049)  -0.787
C (-2.652, 4.233, 1.966)  -0.434
C (-1.438, 3.537, 2.009)  0.449
C (-0.999, 2.775, 0.848)  0.991
O (0.084, 2.149, 0.795)  -0.746
N (-1.874, 2.836, -0.189)  -0.673
N (-1.696, 2.184, -1.243)  0.420
C (-2.177, 2.171, -2.426)  -0.327
C (-1.714, 1.177, -3.332)  0.600
C (-2.202, 1.029, -4.630)  -0.941
C (-1.689, 0.058, -5.461)  -0.521
C (-0.651, -0.771, -5.010)  -0.620
C (-0.140, -0.655, -3.749)  -0.255
C (-0.672, 0.296, -2.833)  0.531
O (-0.286, 0.432, -1.635)  -0.840
H (0.704, 2.474, 2.451)  0.370
H (-0.525, 4.331, 5.173)  0.463
H (-2.658, 5.562, 5.061)  0.402
H (-4.022, 5.495, 3.000)  0.401
H (-3.230, 4.192, 1.056)  0.436
H (-2.900, 2.913, -2.767)  0.460
H (-2.997, 1.678, -4.967)  0.406
H (-2.080, -0.068, -6.458)  0.417
H (-0.253, -1.523, -5.672)  0.447
H (0.648, -1.302, -3.402)  0.567
F (-1.936, -1.764, -0.411)  -0.183
C (-1.713, -2.842, -1.188)  0.686
F (-2.447, -3.839, -0.711)  -0.243
F (-2.173, -2.533, -2.402)  -0.221
S (0.131, -3.315, -1.283)  1.158
O (0.821, -2.045, -1.254)  -0.726
O (0.199, -4.024, -2.512)  -0.679
N (0.339, -4.216, -0.029)  -0.501
S (1.153, -3.742, 1.232)  0.883
O (1.607, -2.376, 1.181)  -0.513
O (2.065, -4.711, 1.726)  -0.659
C (-0.255, -3.671, 2.481)  0.710
F (-0.823, -4.849, 2.704)  -0.248
F (-1.189, -2.853, 1.964)  -0.182
F (0.118, -3.166, 3.656)  -0.224
C (0.590, 0.077, 5.066)  -0.553
C (1.743, 0.100, 4.301)  -0.636
C (1.661, 0.030, 2.920)  -0.065
C (0.419, -0.085, 2.297)  -0.375
C (-0.736, -0.092, 3.075)  0.064
C (-0.648, -0.016, 4.456)  -0.814
H (0.657, 0.138, 6.140)  0.473
H (2.708, 0.179, 4.775)  0.446
H (2.566, 0.043, 2.327)  0.420
H (-1.711, -0.161, 2.607)  0.452
H (-1.546, -0.034, 5.053)  0.471

Summary:
Spin multiplicity: 5
LUMO level (alpha / beta): -1.08 / -3.48 eV
Electronic energy: -83074.8931 eV
Total charge: 0
ΔE to the lowest compared entry with this formula, charge and spin: 124.7 kJ/mol
Orbital gap (alpha / beta): 7.31 / 5.42 eV